Record 1
Computed, not measured: a cluster of 2 separate species, C9H16NO in total at a distorted geometry, with ωB97M-V/def2-TZVPD.

HOMO-LUMO gap ... 8.038 eV
Net charge ... +1
ΔE to the lowest compared entry with this formula, charge and spin ... 0.530 eV
DFT total energy ... -482.27336 Eh
HOMO level ... -11.6 eV

Last column: natural (NBO) charge in e.
Positions of all 27 atoms, in Å:
C  -2.555  0.580  0.468  -0.2324
C  -3.887  -0.061  0.211  -0.6629
N  -2.466  1.886  -0.299  -0.6707
H  -2.288  0.700  1.514  0.2394
H  -1.740  -0.016  0.053  0.2532
H  -4.078  -0.334  -0.830  0.2331
H  -4.742  0.509  0.582  0.2291
H  -3.102  2.601  0.069  0.4419
H  -1.508  2.250  -0.276  0.4500
H  -2.696  1.670  -1.276  0.4440
H  -3.977  -1.022  0.721  0.2690
C  3.975  -0.071  1.483  -0.6383
C  0.663  -0.991  -1.109  0.2694
C  1.055  0.359  -0.988  -0.3111
C  1.219  -1.988  -0.343  -0.2633
C  2.071  0.646  -0.106  -0.1903
C  2.286  -1.614  0.502  -0.1689
C  2.777  -0.325  0.632  -0.0201
O  -0.503  -1.220  -1.837  -0.7236
H  0.691  1.041  -1.745  0.2047
H  -0.405  -0.938  -2.751  0.4848
H  1.012  -3.003  -0.654  0.2412
H  2.441  1.668  -0.040  0.2123
H  2.780  -2.453  0.980  0.2190
H  4.380  -0.940  1.989  0.2332
H  3.839  0.731  2.214  0.2273
H  4.758  0.339  0.836  0.2299

---

Record 2
Computed, not measured: a cluster of 2 separate species, C9H16NO in total at a distorted geometry, with ωB97M-V/def2-TZVPD.

HOMO-LUMO gap ... 9.966 eV
Net charge ... +1
ΔE to the lowest compared entry with this formula, charge and spin ... 1.609 eV
DFT total energy ... -482.23371 Eh
HOMO level ... -12.9 eV

Last column: natural (NBO) charge in e.
Positions of all 27 atoms, in Å:
C  0.299  1.771  2.866  -0.2213
C  -0.102  0.374  3.489  -0.6394
N  0.974  1.444  1.574  -0.7179
H  -0.497  2.424  2.637  0.2240
H  0.975  2.362  3.536  0.2356
H  0.710  -0.382  3.630  0.2408
H  -0.940  -0.148  2.841  0.2286
H  1.463  2.180  1.145  0.4249
H  1.675  0.680  1.697  0.4477
H  0.441  0.907  0.763  0.4737
H  -0.373  0.519  4.510  0.2440
C  -1.070  0.617  -3.703  -0.6287
C  0.220  -1.172  0.025  0.2502
C  -0.857  -0.304  -0.032  -0.3690
C  0.870  -1.384  -1.144  -0.2481
C  -1.340  0.285  -1.204  -0.1587
C  0.337  -0.870  -2.349  -0.1550
C  -0.754  -0.094  -2.382  -0.0463
O  0.900  -1.483  1.285  -0.7513
H  -1.512  -0.248  0.812  0.2379
H  1.042  -2.460  1.350  0.5108
H  1.847  -1.984  -1.224  0.2400
H  -2.190  1.099  -1.123  0.2444
H  1.124  -1.010  -3.195  0.2399
H  -0.105  0.822  -4.244  0.2283
H  -1.446  1.613  -3.545  0.2214
H  -1.854  0.053  -4.287  0.2434

---

Record 3
Computed, not measured: a cluster of 2 separate species, C9H16NO in total at a distorted geometry, with ωB97M-V/def2-TZVPD.

HOMO-LUMO gap ... 8.240 eV
Net charge ... +1
ΔE to the lowest compared entry with this formula, charge and spin ... 2.204 eV
DFT total energy ... -482.21183 Eh
HOMO level ... -11.8 eV

Last column: natural (NBO) charge in e.
Positions of all 27 atoms, in Å:
C  -1.101  -1.322  1.528  -0.2532
C  -0.980  -1.944  0.217  -0.7010
N  -2.310  -0.441  1.700  -0.7287
H  -1.167  -2.166  2.388  0.2316
H  -0.130  -0.740  1.792  0.2683
H  -1.642  -1.684  -0.635  0.2378
H  -0.931  -3.029  0.200  0.2560
H  -3.020  -1.047  2.259  0.4555
H  -1.971  0.337  2.344  0.4839
H  -2.771  -0.260  0.721  0.4736
H  0.017  -1.613  -0.207  0.2647
C  1.192  0.000  -3.035  -0.6650
C  1.895  0.825  0.645  -0.2949
C  0.676  1.543  0.873  0.2712
C  2.136  0.415  -0.702  -0.1827
C  1.122  0.659  -1.691  -0.0298
C  -0.331  1.704  -0.073  -0.2866
C  -0.149  1.207  -1.347  -0.1963
O  0.458  1.787  2.251  -0.7188
H  2.789  0.948  1.273  0.2364
H  3.226  0.214  -0.992  0.2417
H  -1.349  2.097  0.271  0.2185
H  1.258  1.998  2.675  0.4914
H  1.352  0.759  -3.820  0.2374
H  0.451  -0.768  -3.369  0.2318
H  -0.861  1.091  -2.131  0.2294
H  2.139  -0.571  -3.134  0.2278

---

Record 4
Computed, not measured: the ion C9H16NO3 with charge +1 at a distorted geometry, with ωB97M-V/def2-TZVPD.

HOMO-LUMO gap ... 10.083 eV
SMILES string ... CCC[NH2+][C@]1(O)C(=O)C=CC[C@@H]1O
Net charge ... +1
ΔE to the lowest compared entry with this formula, charge and spin ... 0.000 eV
DFT total energy ... -632.70381 Eh
HOMO level ... -13.6 eV

Last column: natural (NBO) charge in e.
Positions of all 29 atoms, in Å:
C  -3.524  -1.102  0.632  -0.3564
C  -3.816  0.211  0.493  -0.0361
C  -2.256  -1.590  0.104  0.5639
C  -3.025  1.345  -0.116  -0.4790
C  -1.476  0.942  -0.301  0.0665
C  -1.086  -0.417  0.269  0.2887
C  3.817  -0.080  -0.236  -0.6028
C  2.495  -0.243  -0.886  -0.4343
C  1.423  -0.252  0.177  -0.2048
N  0.178  -0.931  -0.361  -0.5560
O  -1.902  -2.576  -0.408  -0.5056
O  -1.081  1.079  -1.696  -0.7299
O  -0.827  -0.060  1.594  -0.7011
H  -4.210  -1.934  0.850  0.2657
H  -4.749  0.519  0.948  0.2304
H  -3.444  1.742  -1.074  0.2612
H  -3.023  2.192  0.630  0.2537
H  -0.921  1.676  0.263  0.1976
H  4.679  -0.273  -0.847  0.2376
H  4.077  0.944  0.146  0.2270
H  3.788  -0.861  0.481  0.1983
H  2.500  -1.187  -1.328  0.2062
H  2.409  0.511  -1.637  0.2332
H  1.751  -0.760  1.069  0.2196
H  0.939  0.710  0.566  0.2392
H  0.270  -1.937  -0.208  0.4446
H  0.021  -0.924  -1.451  0.4801
H  -1.464  1.924  -1.954  0.4919
H  -0.610  -0.791  2.204  0.5006

---

Record 5
Computed, not measured: a cluster of 3 separate species, C9H16NO7P in total at a distorted geometry, with ωB97M-V/def2-TZVPD.

HOMO-LUMO gap ... 9.511 eV
SMILES string ... C[C@@H]1COC(=O)O1.C[C@@H]1COC(=O)O1.O=C=N[PH4]
DFT total energy ... -1275.18639 Eh
HOMO level ... -9.8 eV

Last column: natural (NBO) charge in e.
Positions of all 34 atoms, in Å:
O  -3.068  -1.517  1.388  -0.5507
C  -1.813  -1.550  0.860  0.8041
N  -0.452  -1.237  0.753  -0.8265
P  0.522  -2.429  1.695  0.6647
H  0.955  -1.371  2.610  0.0527
H  1.327  -2.762  0.521  0.0017
H  -0.686  -3.173  2.073  -0.0208
H  1.306  -3.407  2.450  -0.1302
C  6.091  0.224  -0.677  -0.6275
C  4.881  -0.501  -0.124  0.0586
C  3.680  0.381  0.041  -0.0955
O  2.981  -0.244  1.103  -0.4961
C  3.917  -0.905  1.849  0.9653
O  3.707  -1.393  2.944  -0.5762
O  5.122  -0.944  1.202  -0.4823
H  6.910  -0.485  -0.844  0.2288
H  5.861  0.718  -1.625  0.2233
H  6.465  0.970  0.033  0.2245
H  4.651  -1.379  -0.740  0.1833
H  3.062  0.412  -0.860  0.2100
H  3.926  1.406  0.341  0.1882
C  -5.300  0.041  -0.700  -0.6276
C  -4.266  1.051  -1.155  0.0600
C  -4.345  2.357  -0.425  -0.0954
O  -3.835  3.274  -1.376  -0.4863
C  -4.083  2.736  -2.607  0.9635
O  -3.957  3.334  -3.660  -0.5756
O  -4.496  1.436  -2.501  -0.4869
H  -5.146  -0.914  -1.215  0.2264
H  -5.241  -0.133  0.378  0.2321
H  -6.314  0.371  -0.953  0.2186
H  -3.261  0.617  -1.092  0.1824
H  -3.732  2.362  0.481  0.2061
H  -5.367  2.655  -0.166  0.1832

---

Record 6
Computed, not measured: the molecule C9H16O3S2 at a distorted geometry, with ωB97M-V/def2-TZVPD.

HOMO-LUMO gap ... 8.269 eV
SMILES string ... CCOC(=O)SC(=S)O[C@H](C)C(C)C
ΔE to the lowest compared entry with this formula, charge and spin ... 0.000 eV
DFT total energy ... -1374.60050 Eh
HOMO level ... -8.7 eV

Last column: natural (NBO) charge in e.
Positions of all 30 atoms, in Å:
O  -0.174  -2.664  -3.338  -0.5929
S  2.865  -0.709  0.027  -0.0689
O  -0.355  -2.095  -1.095  -0.5248
O  0.694  0.711  -0.730  -0.5071
S  1.614  -0.998  -2.603  0.3216
C  0.214  -2.049  -2.346  0.6272
C  1.665  -0.194  -1.049  0.0421
C  -0.579  -4.478  -0.660  -0.6420
C  -0.440  0.196  1.385  -0.6345
C  0.897  3.629  -0.084  -0.6077
C  -0.503  3.189  1.871  -0.6036
C  -1.308  -3.155  -0.815  -0.0681
C  0.487  1.183  0.614  0.0973
C  -0.119  2.601  0.495  -0.2291
H  0.342  -4.349  -0.022  0.2201
H  -1.227  -5.219  -0.240  0.2194
H  -0.321  -4.809  -1.668  0.2262
H  0.062  -0.773  1.402  0.2281
H  -0.610  0.517  2.424  0.2202
H  -1.381  0.076  0.888  0.2130
H  1.775  3.773  0.545  0.2052
H  1.279  3.282  -1.030  0.2134
H  0.394  4.613  -0.191  0.2121
H  -1.187  2.533  2.386  0.2039
H  -0.970  4.174  1.785  0.2175
H  0.389  3.249  2.513  0.2018
H  -2.054  -3.264  -1.627  0.1998
H  -1.831  -2.866  0.096  0.1948
H  1.430  1.296  1.151  0.2078
H  -1.048  2.600  -0.084  0.2069